[1]
Entry from the Open Molecules 2025 dataset: a cluster of 14 separate species, H28O14 in total at a distorted geometry (ωB97M-V with the def2-TZVPD basis set).

```
42
H28O14 | the Open Molecules 2025 dataset | ωB97M-V with the def2-TZVPD basis set
O 5.176 13.300 -1.384
H 2.227 18.371 -2.759
H 1.456 15.692 -3.596
O 6.470 13.847 -3.803
H 4.957 15.317 -8.099
H 4.140 14.893 -6.867
H 5.620 14.290 -3.936
O 2.703 17.736 -3.300
H 2.608 12.295 -4.649
O 2.423 15.023 -6.696
O 2.265 15.203 -1.718
H 1.736 12.298 -2.928
H 2.858 15.137 -0.964
H 2.449 11.934 -0.606
H 5.097 11.092 -2.997
H 2.874 10.867 -5.111
H 1.131 13.486 -3.701
O 2.860 11.742 -1.453
O 5.259 17.029 -5.000
H 3.667 12.280 -1.470
H 3.661 15.534 -3.584
H 5.033 16.316 -5.614
H 1.490 14.692 -1.464
O 1.076 12.526 -3.601
O 1.069 15.344 -4.409
H 6.105 12.081 -3.573
O 5.041 15.101 -7.168
H 4.362 17.654 -0.617
H 6.021 13.734 -1.540
H 1.860 14.987 -5.909
H 0.120 15.443 -4.289
H 4.417 17.448 -4.798
O 3.258 11.747 -5.113
H 3.344 14.053 -3.432
H 3.473 17.491 -2.765
H 6.599 13.328 -4.602
H 5.418 16.708 -1.174
O 3.796 14.680 -4.004
O 4.675 17.258 -1.436
H 2.331 14.157 -7.107
H 5.084 13.275 -0.426
O 6.025 11.185 -3.224
```

calculated total energy = -1070.15366 hartree
charge = 0

Taken from the Mulliken analysis, the atomic charges in e are:
1. O -0.586
2. H 0.281
3. H 0.307
4. O -0.799
5. H 0.289
6. H 0.460
7. H 0.499
8. O -0.599
9. H 0.351
10. O -0.716
11. O -0.498
12. H 0.409
13. H 0.223
14. H 0.270
15. H 0.288
16. H 0.281
17. H 0.399
18. O -0.636
19. O -0.683
20. H 0.417
21. H 0.012
22. H 0.396
23. H 0.261
24. O -0.765
25. O -0.695
26. H 0.368
27. O -0.656
28. H 0.287
29. H 0.255
30. H 0.394
31. H 0.249
32. H 0.328
33. O -0.645
34. H 0.041
35. H 0.285
36. H 0.351
37. H 0.275
38. O 0.005
39. O -0.612
40. H 0.343
41. H 0.230
42. O -0.661

[2]
Entry from the Open Molecules 2025 dataset: a cluster of 15 separate species, H28O18S in total at a distorted geometry (ωB97M-V with the def2-TZVPD basis set).

```
47
H28O18S | the Open Molecules 2025 dataset | ωB97M-V with the def2-TZVPD basis set
H 6.826 8.553 18.799
H 11.229 8.543 16.728
H 10.016 6.416 14.045
S 7.214 9.685 13.351
H 4.016 6.402 10.772
O 6.068 5.410 15.250
H 9.606 11.887 8.077
H 5.447 6.681 11.182
H 8.835 6.394 13.100
H 10.164 8.954 15.733
O 11.065 8.635 15.789
H 5.134 5.408 15.460
H 5.484 13.467 14.768
H 8.162 13.671 10.557
H 4.650 10.396 10.366
H 2.840 11.410 13.448
O 9.601 12.342 17.551
O 6.799 9.503 18.682
H 2.368 8.481 13.571
H 9.209 11.721 16.937
O 9.652 5.939 13.300
H 10.576 7.313 11.028
H 8.558 10.865 8.462
H 9.862 8.623 10.771
H 10.464 11.977 17.743
H 3.875 8.394 13.454
H 1.477 11.564 14.088
O 1.915 11.539 13.238
O 4.384 10.161 9.477
H 7.211 9.652 17.830
H 12.750 11.932 9.785
H 11.562 11.696 10.693
O 7.627 9.976 14.743
O 8.068 13.712 11.509
O 4.902 6.485 10.419
O 8.765 11.525 7.800
H 6.229 12.722 15.855
O 10.480 8.008 10.377
O 5.465 13.279 15.706
H 4.459 9.207 9.448
O 5.909 10.266 13.100
O 7.060 8.301 13.089
O 11.794 11.956 9.801
H 6.205 6.228 14.772
O 3.119 7.955 13.845
O 8.239 10.222 12.414
H 8.248 12.820 11.806
```

calculated total energy = -1769.38584 hartree
charge = -2

Taken from the Mulliken analysis, the atomic charges in e are:
1. H 0.300
2. H 0.284
3. H 0.325
4. S 0.869
5. H 0.305
6. O -0.678
7. H 0.306
8. H 0.348
9. H 0.343
10. H 0.337
11. O -0.646
12. H 0.298
13. H 0.319
14. H 0.290
15. H 0.359
16. H 0.346
17. O -0.644
18. O -0.662
19. H 0.294
20. H 0.341
21. O -0.693
22. H 0.327
23. H 0.340
24. H 0.348
25. H 0.292
26. H 0.349
27. H 0.302
28. O -0.657
29. O -0.684
30. H 0.354
31. H 0.286
32. H 0.331
33. O -0.633
34. O -0.661
35. O -0.669
36. O -0.665
37. H 0.326
38. O -0.681
39. O -0.656
40. H 0.326
41. O -0.733
42. O -0.688
43. O -0.603
44. H 0.364
45. O -0.668
46. O -0.640
47. H 0.352

[3]
Entry from the Open Molecules 2025 dataset: a cluster of 15 separate species, H28O18S in total at a distorted geometry (ωB97M-V with the def2-TZVPD basis set).

```
47
H28O18S | the Open Molecules 2025 dataset | ωB97M-V with the def2-TZVPD basis set
H 2.684 -0.473 -0.262
H -2.210 1.958 2.214
H 3.503 0.704 -0.548
H 2.080 2.812 -1.828
H -3.947 0.877 -0.414
H -1.647 -1.340 -1.623
O -0.785 -2.597 2.940
O -1.819 -1.189 -2.578
H -0.330 0.589 2.731
H 1.282 -2.589 -0.550
H -1.127 -2.746 2.153
H -0.692 2.159 -2.359
H 0.317 1.027 -4.209
H -3.294 1.928 1.243
H -0.005 2.005 3.160
O 1.278 -3.504 -0.598
O 0.592 3.191 1.785
H -0.253 -1.764 2.852
O -1.296 -0.789 -0.119
O -1.281 2.503 -1.725
O -3.578 0.420 0.171
H 1.404 -1.499 -2.897
H -1.247 -0.434 -2.708
H -1.717 -3.500 -0.227
O -2.128 -3.038 0.551
H 1.713 -3.775 -1.385
H 1.593 1.673 -0.605
H 0.227 2.407 1.207
H -2.709 0.093 -0.117
H 0.418 3.995 1.180
O 0.351 -0.600 1.715
H 1.951 -0.787 -1.767
O 2.298 -1.511 2.767
O 2.134 -1.060 -2.734
H 1.553 -1.086 2.388
O -0.774 1.340 3.228
O 0.138 0.646 -3.390
S 0.020 -0.216 0.346
O -3.067 2.407 2.032
H -0.789 1.937 -0.888
O 2.282 2.105 -1.087
H 3.069 -0.786 2.880
O -0.103 1.208 0.267
H 0.903 0.309 -3.055
H -1.708 -2.112 0.458
O 1.093 -0.734 -0.472
O 3.621 -0.162 -0.123
```

calculated total energy = -1769.34867 hartree
charge = -2

Taken from the Mulliken analysis, the atomic charges in e are:
1. H 0.194
2. H 0.453
3. H 0.442
4. H 0.275
5. H 0.260
6. H 0.388
7. O -0.746
8. O -0.795
9. H 0.306
10. H 0.390
11. H 0.428
12. H 0.327
13. H 0.200
14. H 0.418
15. H 0.400
16. O -0.636
17. O -0.790
18. H 0.413
19. O 0.094
20. O -0.746
21. O -0.720
22. H 0.366
23. H 0.398
24. H 0.324
25. O -0.838
26. H 0.284
27. H 0.458
28. H 0.386
29. H 0.463
30. H 0.290
31. O -0.602
32. H 0.797
33. O -0.736
34. O -0.867
35. H 0.514
36. O -0.796
37. O -0.571
38. S -0.417
39. O -0.725
40. H 0.240
41. O -0.747
42. H 0.300
43. O -0.246
44. H 0.362
45. H 0.206
46. O -0.677
47. O -0.724

[4]
Entry from the Open Molecules 2025 dataset: a cluster of 14 separate species, H29O14 in total at a distorted geometry (ωB97M-V with the def2-TZVPD basis set).

```
43
H29O14 | the Open Molecules 2025 dataset | ωB97M-V with the def2-TZVPD basis set
H 5.280 0.972 -1.024
H 0.507 0.240 0.417
H -0.499 -4.522 0.035
H 0.724 -2.231 2.542
O 4.729 0.297 -1.427
H 3.888 0.687 2.131
H -2.585 2.543 -2.895
O 3.202 0.395 2.751
O -1.998 2.905 -2.221
O -0.579 4.107 0.418
O 3.191 -1.411 -0.128
H -1.075 3.881 -0.370
H -2.428 0.368 -0.287
O -0.876 0.928 -4.290
H 4.494 0.522 -2.328
H -1.700 3.737 -2.602
H 3.334 1.002 3.491
O -1.932 -0.217 -0.946
H -0.762 -1.402 4.210
H -3.394 -0.923 1.515
H -3.879 0.474 1.488
H -4.421 0.056 -2.636
O 0.860 0.722 1.707
H 1.080 -0.875 -0.492
O -1.299 -1.322 3.424
H -0.616 -0.077 -0.721
H 3.915 -1.961 0.208
H -2.212 0.064 -1.864
H 1.276 -2.239 3.902
H 1.067 -4.535 -0.188
O 0.319 -4.027 0.136
H 0.340 0.233 2.371
O 0.525 -0.083 -0.613
H -0.081 0.393 -4.431
O -3.453 -0.180 0.909
H -1.159 4.824 0.717
H -2.230 -1.301 3.664
H 1.737 0.640 2.218
H 3.741 -0.607 -0.344
O -3.735 -0.483 -3.033
O 1.114 -1.617 3.185
H -0.642 1.708 -4.817
H -4.037 -1.389 -3.153
```

calculated total energy = -1070.49502 hartree
charge = +1

Taken from the Mulliken analysis, the atomic charges in e are:
1. H 0.306
2. H 0.374
3. H 0.297
4. H 0.348
5. O -0.624
6. H 0.294
7. H 0.283
8. O -0.618
9. O -0.597
10. O -0.583
11. O -0.618
12. H 0.302
13. H 0.458
14. O -0.556
15. H 0.292
16. H 0.288
17. H 0.324
18. O -0.639
19. H 0.296
20. H 0.244
21. H 0.321
22. H 0.323
23. O -0.710
24. H 0.339
25. O -0.541
26. H 0.521
27. H 0.300
28. H 0.288
29. H 0.253
30. H 0.299
31. O -0.575
32. H 0.364
33. O -0.448
34. H 0.284
35. O -0.585
36. H 0.315
37. H 0.269
38. H 0.413
39. H 0.354
40. O -0.626
41. O -0.626
42. H 0.302
43. H 0.296

[5]
Entry from the Open Molecules 2025 dataset: the ion H2INO3P with charge -1 at a distorted geometry (ωB97M-V with the def2-TZVPD basis set).

```
8
H2INO3P | the Open Molecules 2025 dataset | ωB97M-V with the def2-TZVPD basis set
H -1.732 0.265 -1.030
O 0.346 -1.613 -0.639
I 3.004 0.530 -0.017
N -1.274 0.484 -0.158
O 0.351 -0.360 1.693
P 0.191 -0.360 0.235
H -2.045 0.144 0.321
O 1.159 0.909 -0.405
```

calculated total energy = -920.86938 hartree
charge = -1

Taken from the Mulliken analysis, the atomic charges in e are:
1. H 0.213
2. O -0.740
3. I 0.148
4. N -0.623
5. O -0.684
6. P 1.005
7. H 0.229
8. O -0.548

[6]
Entry from the Open Molecules 2025 dataset: a cluster of 2 separate species, H2N2O2S in total at a distorted geometry (ωB97M-V with the def2-TZVPD basis set).

```
7
H2N2O2S | the Open Molecules 2025 dataset | ωB97M-V with the def2-TZVPD basis set
N 0.255 -0.818 0.561
S 0.104 0.411 1.483
H 1.078 -1.385 0.529
N -0.756 -0.013 -1.075
O -1.144 -0.707 -1.932
H 1.196 1.408 1.206
O -0.734 1.105 -0.773
```

calculated total energy = -659.16453 hartree
charge = 0

Taken from the Mulliken analysis, the atomic charges in e are:
1. N -0.344
2. S -0.036
3. H 0.249
4. N 0.950
5. O -0.487
6. H 0.137
7. O -0.467

[7]
Entry from the Open Molecules 2025 dataset: the molecule H2N2O2S at a distorted geometry (ωB97M-V with the def2-TZVPD basis set).

```
7
H2N2O2S | the Open Molecules 2025 dataset | ωB97M-V with the def2-TZVPD basis set
O -1.220 0.850 0.964
O -1.111 -0.932 -0.798
S -0.447 0.000 0.085
N 0.573 0.863 -0.788
N 0.488 -1.082 0.872
H 0.586 1.820 -0.546
H 1.132 -1.519 0.213
```

calculated total energy = -659.21024 hartree
charge = 0

Taken from the Mulliken analysis, the atomic charges in e are:
1. O -0.561
2. O -0.516
3. S 1.224
4. N -0.389
5. N -0.380
6. H 0.314
7. H 0.307

[8]
Entry from the Open Molecules 2025 dataset: a structure of composition H2N2O3S at a distorted geometry (ωB97M-V with the def2-TZVPD basis set).

```
8
H2N2O3S | the Open Molecules 2025 dataset | ωB97M-V with the def2-TZVPD basis set
O -1.196 0.141 -1.422
O -0.703 1.650 0.477
S -0.574 0.390 -0.174
H -1.240 -1.551 0.608
O 1.236 -0.948 -0.202
N 1.247 0.301 -0.416
N -0.605 -0.829 0.899
H 1.835 0.845 0.229
```

calculated total energy = -734.40423 hartree
charge = 0

Taken from the Mulliken analysis, the atomic charges in e are:
1. O -0.507
2. O -0.537
3. S 1.091
4. H 0.297
5. O -0.279
6. N -0.009
7. N -0.345
8. H 0.289

Q: What is the charge in the second record?
A: -2

Q: calculated total energy of number 7 (H2N2O2S)?
A: -659.21024 hartree